Entry 1:
21
Properties=species:S:1:pos:R:3:mulliken_charge:R:1 method="wB97M-V/def2-TZVPD" e_tot_ev=-10979.63079 e_above_lowest_kcal_mol=51.84 e_lumo_ev=0.7 max_force_ev_per_a=3.34
C 0.792 -1.574 0.448 -1.3330
C 1.083 -0.913 -0.842 0.8697
O 0.924 -1.660 -2.012 -0.6105
C 1.077 0.441 -0.988 0.0248
N 1.479 1.311 0.041 -0.4728
O 1.224 1.003 -2.241 -0.5856
H 1.416 -2.461 0.601 0.4130
H 0.958 -0.906 1.287 0.3203
H -0.317 -1.762 0.457 0.2717
H 0.564 -2.521 -1.779 0.3119
H 1.563 2.262 -0.311 0.2431
H 2.319 1.029 0.529 0.2045
H 1.023 0.322 -2.896 0.3331
C -1.909 0.482 0.247 -0.5838
C -1.637 0.829 1.703 -0.8682
H -2.618 -0.340 0.165 0.2636
H -2.379 1.327 -0.254 0.3665
H -0.893 0.391 -0.368 -0.0004
H -1.334 -0.056 2.259 0.2174
H -0.818 1.544 1.766 0.2600
H -2.518 1.255 2.187 0.3545

***

Entry 2:
180
Properties=species:S:1:pos:R:3:mulliken_charge:R:1 method="wB97M-V/def2-TZVPD" e_tot_ev=-111913.78787 charge=-1 e_lumo_ev=1.5 max_force_ev_per_a=5.57
O -13.599 -1.463 -22.002 -0.6875
C -12.540 -2.048 -21.867 0.5738
O -11.496 -1.960 -22.604 -0.4596
B -10.453 -2.881 -22.099 1.0359
O -11.080 -3.592 -21.001 -0.4173
C -12.326 -3.082 -20.780 0.6042
O -13.099 -3.361 -19.808 -0.6663
O -9.175 -2.205 -21.790 -0.4230
C -8.187 -2.699 -22.514 0.6040
O -6.949 -2.435 -22.471 -0.6636
C -8.843 -3.724 -23.539 0.6345
O -10.110 -3.846 -23.210 -0.4589
O -8.224 -4.422 -24.374 -0.6832
C -2.466 -6.534 -20.761 -0.6406
N -2.106 -7.911 -21.293 0.8261
O -1.077 -7.978 -22.006 -0.5150
O -2.829 -8.857 -21.146 -0.5059
H -3.037 -5.995 -21.517 0.2828
H -1.554 -6.004 -20.487 0.2701
H -3.019 -6.746 -19.846 0.2806
C -9.880 -11.413 -23.379 -0.7230
O -9.637 -10.859 -22.081 -0.2922
C -9.126 -9.530 -22.110 -0.4878
C -8.403 -9.217 -20.794 -0.5593
O -9.205 -9.304 -19.566 -0.2918
C -8.585 -8.813 -18.389 -0.7207
H -10.740 -10.959 -23.872 0.2748
H -10.055 -12.488 -23.425 0.2666
H -8.957 -11.283 -23.944 0.2992
H -9.950 -8.836 -22.275 0.3193
H -8.442 -9.398 -22.949 0.3591
H -7.885 -8.281 -21.004 0.4093
H -7.540 -9.868 -20.657 0.3270
H -8.051 -7.874 -18.539 0.2840
H -7.932 -9.575 -17.964 0.2880
H -9.339 -8.741 -17.605 0.2496
C -18.772 -12.056 -17.175 -0.8127
O -17.629 -11.183 -17.257 -0.2663
C -17.997 -10.022 -18.026 -0.4500
C -16.942 -8.978 -17.775 -0.3764
O -15.689 -9.590 -17.312 -0.2999
C -14.721 -8.508 -17.241 -0.7345
H -19.755 -11.588 -17.229 0.3146
H -18.707 -12.784 -16.367 0.2443
H -18.785 -12.607 -18.116 0.3286
H -18.988 -9.621 -17.815 0.3083
H -18.072 -10.356 -19.061 0.3182
H -17.318 -8.338 -16.977 0.2636
H -16.786 -8.383 -18.675 0.3116
H -15.123 -7.632 -16.732 0.3281
H -14.185 -8.318 -18.170 0.2740
H -13.948 -8.912 -16.587 0.2513
C -16.893 3.390 -17.021 -0.6785
O -17.264 3.590 -18.397 -0.3844
C -17.434 2.399 -19.092 -0.4298
C -18.722 1.545 -18.721 -0.5439
O -18.771 0.898 -17.476 -0.3594
C -17.800 -0.108 -17.178 -0.6011
H -17.708 2.899 -16.489 0.2754
H -16.781 4.339 -16.497 0.2917
H -16.027 2.764 -16.804 0.2773
H -16.528 1.802 -18.990 0.3400
H -17.397 2.673 -20.146 0.3446
H -19.009 0.942 -19.583 0.4112
H -19.510 2.297 -18.696 0.2767
H -17.893 -0.572 -16.196 0.2472
H -16.822 0.372 -17.228 0.2363
H -17.804 -0.900 -17.927 0.2968
C -4.180 -9.459 -27.201 -0.6942
O -3.132 -10.317 -27.690 -0.3654
C -1.924 -10.395 -26.917 -0.3348
C -0.953 -11.508 -27.459 -0.4578
O -0.294 -12.036 -26.297 -0.2939
C 0.798 -12.867 -26.676 -0.6907
H -4.102 -8.532 -27.770 0.2622
H -4.194 -9.240 -26.133 0.3024
H -5.169 -9.840 -27.452 0.2497
H -2.288 -10.583 -25.906 0.3393
H -1.460 -9.410 -26.860 0.2119
H -0.380 -10.984 -28.224 0.3006
H -1.556 -12.188 -28.062 0.3531
H 1.247 -13.359 -25.814 0.2346
H 1.577 -12.293 -27.178 0.2811
H 0.312 -13.613 -27.305 0.3020
C -6.870 -3.424 -9.985 -0.7717
O -7.519 -2.775 -11.061 -0.3140
C -6.442 -2.240 -11.949 -0.5165
C -7.086 -1.842 -13.318 -0.5409
O -7.555 -2.956 -14.063 -0.3132
C -8.521 -2.584 -15.098 -0.6926
H -6.178 -2.767 -9.459 0.2997
H -6.389 -4.386 -10.166 0.3040
H -7.576 -3.714 -9.207 0.2832
H -5.618 -2.949 -12.032 0.3671
H -6.035 -1.367 -11.439 0.3550
H -6.423 -1.212 -13.911 0.3748
H -7.953 -1.203 -13.156 0.3128
H -8.017 -2.067 -15.915 0.2826
H -9.289 -1.975 -14.624 0.3279
H -9.011 -3.475 -15.491 0.2420
C -6.813 2.105 -26.468 -0.7763
O -7.866 1.224 -26.928 -0.2562
C -9.142 1.498 -26.382 -0.5068
C -10.358 0.676 -27.036 -0.5129
O -10.676 0.989 -28.335 -0.4033
C -9.633 0.682 -29.271 -0.6501
H -6.862 3.112 -26.883 0.3107
H -5.863 1.612 -26.675 0.2203
H -6.766 2.182 -25.382 0.3204
H -9.344 2.555 -26.551 0.3082
H -9.152 1.319 -25.307 0.4460
H -11.301 0.872 -26.526 0.3353
H -10.233 -0.403 -26.947 0.3632
H -8.894 1.483 -29.258 0.2193
H -10.026 0.818 -30.279 0.2724
H -9.144 -0.277 -29.103 0.3099
C -15.366 -7.706 -22.864 -0.7640
O -16.775 -7.893 -22.705 -0.2534
C -17.541 -6.980 -23.494 -0.3475
C -19.077 -7.212 -23.209 -0.5130
O -19.415 -7.052 -21.793 -0.3066
C -19.401 -5.708 -21.315 -0.7053
H -15.013 -7.688 -23.895 0.3175
H -14.855 -8.502 -22.323 0.2370
H -15.075 -6.737 -22.460 0.3212
H -17.265 -7.105 -24.541 0.3665
H -17.206 -6.020 -23.102 0.2452
H -19.384 -8.241 -23.399 0.2336
H -19.745 -6.536 -23.742 0.3514
H -20.252 -5.257 -21.826 0.3054
H -18.460 -5.168 -21.417 0.2661
H -19.604 -5.646 -20.246 0.2468
C -14.434 6.081 -27.969 -0.7094
O -14.795 5.808 -26.610 -0.3256
C -15.124 4.407 -26.358 -0.4767
C -14.901 4.231 -24.857 -0.4930
O -13.486 4.287 -24.483 -0.2848
C -13.210 4.229 -23.087 -0.7075
H -15.125 5.657 -28.697 0.2987
H -13.401 5.742 -28.059 0.2789
H -14.435 7.150 -28.180 0.2408
H -14.533 3.696 -26.935 0.3592
H -16.163 4.225 -26.631 0.3135
H -15.242 3.237 -24.565 0.4068
H -15.515 5.021 -24.425 0.3001
H -13.720 3.390 -22.614 0.2842
H -13.554 5.164 -22.645 0.2895
H -12.154 4.025 -22.907 0.2276
C -3.551 -2.639 -28.328 -0.7634
O -2.449 -3.456 -27.883 -0.3546
C -1.834 -3.047 -26.647 -0.5287
C -0.808 -4.086 -26.004 -0.4454
O 0.299 -4.212 -26.920 -0.3150
C 1.249 -5.195 -26.437 -0.6400
H -3.598 -2.732 -29.413 0.2670
H -3.581 -1.615 -27.954 0.3254
H -4.505 -3.054 -28.003 0.2976
H -2.690 -2.833 -26.007 0.4128
H -1.307 -2.140 -26.944 0.2721
H -1.255 -5.011 -25.639 0.3881
H -0.478 -3.536 -25.123 0.3216
H 0.791 -6.184 -26.452 0.1987
H 1.613 -4.962 -25.436 0.3066
H 2.172 -5.099 -27.008 0.2589
C -20.486 0.861 -26.132 -0.7587
O -19.140 0.493 -26.353 -0.3054
C -18.600 -0.377 -25.418 -0.5445
C -19.211 -1.848 -25.360 -0.3543
O -18.819 -2.681 -26.437 -0.3293
C -18.924 -2.170 -27.807 -0.6926
H -21.138 -0.008 -26.050 0.3085
H -20.819 1.470 -26.972 0.2475
H -20.596 1.479 -25.241 0.3084
H -18.769 -0.004 -24.408 0.3713
H -17.531 -0.431 -25.621 0.3551
H -20.289 -1.752 -25.226 0.2559
H -18.772 -2.283 -24.462 0.3164
H -19.891 -1.749 -28.083 0.2834
H -18.925 -3.045 -28.457 0.2725
H -18.041 -1.645 -28.172 0.2641

***

Entry 3:
12
Properties=species:S:1:pos:R:3:mulliken_charge:R:1 method="wB97M-V/def2-TZVPD" e_tot_ev=-15288.32739 e_above_lowest_kcal_mol=91.48 charge=+1 e_lumo_ev="-4.9 / -4.9" max_force_ev_per_a=3.26
C -1.680 -0.132 0.045 -0.6823
C 0.673 0.418 -0.377 -0.6662
N 2.563 0.061 0.220 0.1986
N -0.234 -0.589 0.308 -0.2917
O 3.363 -0.241 -0.536 -0.1303
I 0.783 2.133 0.726 0.2466
H -1.951 0.745 0.617 0.2981
H -1.600 0.095 -1.078 0.3205
H -2.372 -0.876 0.253 0.3464
H 0.463 0.407 -1.422 0.5907
H 0.043 -1.463 -0.133 0.3662
H -0.051 -0.559 1.378 0.4033